(1)
179
Properties=species:S:1:pos:R:3:forces:R:3 method="wB97M-V/def2-TZVPD" homo_ev=-8.099 gap_ev=6.51 total_energy_ha=-4561.31631 smiles="CCOc1c(CCF)c(/C(I)=C(/C)I)c(CCC(=O)O)c2c1C(=O)C=C(CCCCN(C)C(C)=O)C2=O.c1cc[nH]c1.c1cc[nH]c1.c1cc[nH]c1.c1cc[nH]c1.c1cc[nH]c1.c1cc[nH]c1.c1cc[nH]c1.c1cc[nH]c1.c1cc[nH]c1.c1cc[nH]c1.c1cc[nH]c1" lumo_ev=-1.6
C 4.368 0.860 2.537 0.19 0.22 0.27
C 3.795 2.176 2.061 0.51 -0.14 -0.34
O 2.425 2.168 1.596 0.04 -0.17 0.09
C 1.698 1.026 1.759 -0.13 -0.26 0.35
C 1.506 0.150 0.676 -0.28 -0.36 0.06
C 2.019 0.411 -0.734 0.05 0.17 0.60
C 3.319 1.155 -0.948 -0.32 -0.11 -0.47
F 3.090 2.528 -1.069 0.21 0.21 0.22
C 0.712 -1.003 0.879 -0.07 0.32 0.54
C 0.446 -1.916 -0.255 -0.02 0.19 0.11
I -1.364 -1.434 -1.235 0.04 0.03 -0.06
C 1.211 -2.894 -0.716 -0.43 0.10 0.00
C 0.898 -3.722 -1.919 0.59 -0.29 0.14
I 3.035 -3.276 0.256 0.00 0.07 -0.17
C 0.087 -1.289 2.117 0.28 0.50 0.06
C -0.776 -2.502 2.306 0.27 -0.26 0.01
C 0.059 -3.787 2.549 -0.73 0.25 -0.20
C -0.230 -4.409 3.876 -0.21 -0.08 -0.12
O 0.614 -4.779 4.623 0.83 -0.20 0.78
O -1.552 -4.547 4.180 -0.34 0.70 -0.30
C 0.265 -0.373 3.160 0.32 -0.08 -0.68
C 1.055 0.772 2.982 0.20 -0.07 -0.39
C 1.125 1.730 4.125 -0.21 -0.21 -0.33
O 2.110 2.363 4.427 0.37 0.46 0.03
C -0.123 1.833 4.904 -0.57 -0.20 0.11
C -0.873 0.746 5.083 -0.03 0.10 0.25
C -2.182 0.714 5.805 -0.60 -0.21 -0.24
C -3.236 1.438 4.947 0.66 0.42 -0.09
C -3.298 0.912 3.509 -0.53 -0.23 -0.12
C -4.729 0.717 3.000 0.21 0.15 -0.08
N -4.779 -0.244 1.898 -0.60 0.01 0.81
C -6.010 -0.107 1.096 0.34 0.00 -0.64
C -4.607 -1.603 2.294 0.09 0.14 -0.10
C -5.097 -2.102 3.630 0.63 0.26 0.33
O -4.107 -2.377 1.527 0.10 -0.46 -0.60
C -0.398 -0.531 4.480 0.25 0.39 -0.34
O -0.552 -1.585 5.042 -0.23 -0.56 0.26
H 4.349 0.067 1.796 -0.20 -0.14 -0.07
H 3.925 0.530 3.470 -0.25 -0.19 0.04
H 5.415 1.052 2.767 0.15 0.03 -0.02
H 3.922 2.916 2.841 -0.34 0.12 0.22
H 4.397 2.520 1.222 -0.11 0.13 -0.23
H 1.240 0.945 -1.277 0.03 -0.02 -0.16
H 2.122 -0.537 -1.241 0.00 -0.31 -0.08
H 4.058 0.977 -0.179 0.12 0.09 0.20
H 3.736 0.850 -1.905 0.09 -0.05 -0.07
H -0.154 -3.976 -1.983 -0.18 0.03 0.07
H 1.474 -4.640 -1.880 -0.01 -0.14 -0.19
H 1.176 -3.175 -2.820 0.03 0.01 -0.17
H -1.421 -2.370 3.159 -0.19 0.13 0.09
H -1.442 -2.641 1.466 -0.05 0.01 -0.33
H 1.119 -3.584 2.544 0.20 -0.10 -0.19
H -0.203 -4.509 1.778 0.23 -0.17 -0.11
H -1.650 -4.220 5.083 -0.04 -0.46 0.22
H -0.431 2.777 5.332 0.32 0.19 0.14
H -2.124 1.141 6.802 0.10 0.18 0.09
H -2.503 -0.319 5.916 0.15 -0.19 0.14
H -4.213 1.415 5.424 -0.10 -0.14 0.13
H -2.930 2.482 4.908 -0.21 0.22 0.06
H -2.802 -0.055 3.404 0.16 -0.09 0.15
H -2.796 1.591 2.826 0.26 -0.01 -0.11
H -5.115 1.653 2.607 -0.05 0.19 0.03
H -5.363 0.445 3.849 -0.26 -0.10 -0.07
H -6.789 0.449 1.613 -0.10 -0.09 0.24
H -6.382 -1.086 0.813 -0.15 -0.12 0.04
H -5.807 0.410 0.161 0.09 0.16 -0.06
H -4.762 -1.459 4.440 -0.11 0.08 0.16
H -6.180 -2.166 3.667 -0.18 0.09 -0.08
H -4.655 -3.077 3.787 -0.10 -0.25 -0.02
N 0.590 3.318 -2.375 -0.19 0.13 -0.05
C 0.455 3.765 -3.657 0.07 0.00 0.04
C -0.673 3.192 -4.187 -0.01 -0.02 -0.02
C -1.241 2.367 -3.177 -0.10 -0.04 -0.08
C -0.440 2.472 -2.072 0.11 0.10 0.03
H 1.335 3.569 -1.748 0.05 -0.10 -0.01
H 1.174 4.445 -4.084 0.03 -0.04 -0.03
H -1.049 3.344 -5.188 -0.01 -0.01 -0.01
H -2.133 1.765 -3.252 -0.03 0.04 0.02
H -0.510 2.013 -1.100 -0.13 0.04 0.00
N -2.929 0.853 -5.985 0.02 0.02 -0.02
C -3.477 -0.378 -5.756 0.05 0.00 0.07
C -4.659 -0.448 -6.445 -0.01 0.01 0.00
C -4.827 0.791 -7.120 0.00 0.00 0.00
C -3.742 1.571 -6.818 0.02 0.00 0.03
H -2.059 1.179 -5.601 0.03 -0.03 -0.01
H -2.979 -1.095 -5.125 -0.01 -0.02 0.00
H -5.327 -1.293 -6.465 0.00 0.00 -0.01
H -5.649 1.076 -7.755 0.00 0.00 0.00
H -3.482 2.570 -7.123 -0.02 0.01 -0.01
N 1.999 2.224 7.528 0.05 -0.03 0.15
C 2.286 3.546 7.714 -0.01 0.02 -0.02
C 2.492 3.747 9.055 0.04 -0.01 0.00
C 2.328 2.491 9.701 0.01 0.01 -0.01
C 2.024 1.573 8.730 -0.01 -0.05 -0.03
H 1.806 1.801 6.640 0.09 0.04 -0.10
H 2.321 4.226 6.881 0.00 0.00 -0.01
H 2.738 4.686 9.520 0.00 0.00 0.01
H 2.426 2.286 10.753 0.00 0.00 0.00
H 1.828 0.515 8.791 -0.02 0.00 0.03
N -9.153 -2.408 -0.630 0.02 0.06 0.00
C -8.857 -1.985 -1.898 0.03 -0.04 0.03
C -9.842 -1.120 -2.291 -0.01 0.02 0.01
C -10.768 -1.015 -1.217 0.01 0.02 -0.01
C -10.314 -1.819 -0.207 0.03 -0.03 0.02
H -8.602 -3.052 -0.093 0.00 -0.03 -0.01
H -7.976 -2.334 -2.409 -0.01 0.00 -0.02
H -9.895 -0.618 -3.242 0.00 0.00 0.00
H -11.663 -0.417 -1.190 -0.01 0.00 0.00
H -10.715 -2.022 0.772 -0.02 -0.01 -0.01
N 0.271 6.115 -6.503 -0.02 0.00 -0.01
C 1.234 6.975 -6.053 0.00 -0.10 0.02
C 1.719 7.662 -7.134 0.00 0.08 0.00
C 1.015 7.198 -8.281 0.05 -0.01 -0.02
C 0.128 6.245 -7.855 0.02 -0.06 0.03
H -0.253 5.482 -5.924 -0.02 0.03 0.04
H 1.491 7.025 -5.009 0.00 0.03 0.00
H 2.490 8.414 -7.108 -0.02 0.03 0.01
H 1.144 7.528 -9.299 -0.03 0.03 0.00
H -0.587 5.652 -8.398 0.00 0.00 -0.02
N 4.569 6.574 -8.285 0.05 -0.05 -0.08
C 5.441 6.493 -9.334 -0.03 0.01 0.02
C 6.714 6.509 -8.827 0.01 -0.01 0.00
C 6.603 6.600 -7.413 0.01 -0.01 0.00
C 5.267 6.637 -7.112 -0.04 0.02 0.01
H 3.566 6.586 -8.359 -0.02 -0.03 0.06
H 5.084 6.431 -10.347 0.01 0.00 -0.01
H 7.623 6.460 -9.404 0.00 0.00 0.00
H 7.410 6.635 -6.701 0.00 0.00 0.00
H 4.754 6.702 -6.168 0.00 0.01 0.01
N 3.902 5.613 3.893 0.02 -0.01 -0.01
C 4.651 5.954 2.799 -0.08 -0.06 0.00
C 5.518 6.944 3.175 0.02 0.00 0.02
C 5.285 7.210 4.552 0.01 0.01 0.00
C 4.284 6.372 4.965 -0.05 -0.03 -0.01
H 3.182 4.912 3.906 0.01 -0.04 0.02
H 4.503 5.463 1.852 0.00 0.02 -0.01
H 6.240 7.424 2.536 0.01 0.00 0.00
H 5.794 7.933 5.167 0.00 0.00 0.00
H 3.814 6.252 5.926 0.01 0.01 0.01
N -1.858 -6.407 -3.143 0.02 -0.01 0.10
C -1.550 -7.741 -3.142 0.02 0.06 -0.04
C -0.791 -7.997 -4.252 0.02 0.00 0.00
C -0.632 -6.767 -4.949 0.01 -0.02 0.04
C -1.300 -5.807 -4.237 -0.02 0.07 -0.02
H -2.410 -5.943 -2.446 -0.02 0.02 -0.01
H -1.897 -8.390 -2.359 -0.04 -0.04 -0.04
H -0.394 -8.957 -4.534 0.00 -0.01 0.00
H -0.090 -6.608 -5.866 0.01 0.00 0.00
H -1.425 -4.752 -4.416 0.00 0.00 -0.02
N 3.449 -1.759 -6.103 -0.04 -0.02 0.01
C 2.771 -2.828 -6.621 0.05 0.01 0.02
C 1.444 -2.666 -6.329 -0.01 -0.01 0.03
C 1.317 -1.447 -5.607 -0.08 -0.01 0.06
C 2.571 -0.911 -5.484 0.05 -0.01 0.04
H 4.440 -1.617 -6.168 0.01 0.01 -0.02
H 3.289 -3.608 -7.152 -0.01 -0.01 0.00
H 0.651 -3.342 -6.603 -0.01 0.00 -0.01
H 0.408 -1.014 -5.222 0.00 0.02 0.00
H 2.911 -0.004 -5.015 -0.02 0.02 -0.02
N 5.695 0.812 8.154 -0.01 -0.03 -0.04
C 7.053 0.970 8.199 -0.03 0.06 -0.01
C 7.611 -0.252 8.467 0.01 -0.01 -0.01
C 6.546 -1.185 8.587 0.01 -0.01 0.00
C 5.378 -0.498 8.388 -0.05 0.07 -0.02
H 5.030 1.545 7.982 -0.03 0.00 0.07
H 7.503 1.934 8.037 0.01 0.00 0.01
H 8.664 -0.455 8.566 0.01 0.00 0.00
H 6.628 -2.239 8.795 0.00 -0.01 0.00
H 4.353 -0.825 8.394 0.00 -0.02 0.02
N -2.530 -10.609 -0.338 -0.03 -0.04 0.01
C -3.867 -10.868 -0.480 0.02 0.04 -0.02
C -4.065 -12.197 -0.222 0.00 -0.01 0.01
C -2.798 -12.762 0.091 -0.01 -0.01 0.00
C -1.873 -11.757 0.011 0.02 0.03 -0.02
H -2.097 -9.715 -0.469 0.03 0.01 0.05
H -4.558 -10.088 -0.752 -0.01 -0.01 -0.01
H -5.012 -12.709 -0.253 0.00 0.00 0.00
H -2.592 -13.787 0.345 0.00 -0.01 0.00
H -0.809 -11.760 0.173 0.00 -0.01 0.00

=====

(2)
191
Properties=species:S:1:pos:R:3:forces:R:3 method="wB97M-V/def2-TZVPD" homo_ev="-2.191 / -1.371" charge=-2 gap_ev="5.93 / 5.11" s_squared=2.46 total_energy_ha=-10159.81165 lumo_ev="3.7 / 3.7" spin_multiplicity=3
V -0.447 1.037 0.261 1.25 -1.09 1.00
C -2.735 -1.799 -5.642 -0.04 0.03 0.10
C -2.576 -1.010 -4.343 0.17 0.06 0.08
C -3.256 0.358 -4.491 0.02 -0.09 0.11
P -0.842 -0.792 -3.635 -0.10 -0.33 -0.39
C -0.359 -2.587 -3.301 0.03 0.24 -0.05
N -1.225 -3.234 -2.338 0.22 0.18 0.58
Ge -1.254 -2.380 -0.484 -0.13 0.22 -0.04
N -0.583 -3.835 1.007 -0.21 0.42 -0.37
C 0.663 -3.689 1.742 0.06 0.23 -0.06
P 2.010 -2.843 0.760 -0.06 -0.63 0.54
C 3.322 -2.583 2.096 -0.11 0.33 0.08
C 3.199 -3.395 3.385 0.04 -0.18 -0.12
C 3.460 -1.094 2.429 -0.79 -0.90 0.39
C 2.739 -4.362 -0.095 -0.23 0.01 0.21
C 1.649 -5.042 -0.929 0.06 0.13 0.01
C 3.467 -5.406 0.748 -0.07 0.09 -0.03
C -1.175 -5.040 1.085 0.00 -0.08 -0.03
C -0.788 -6.097 1.944 -0.04 -0.05 0.11
C -1.324 -7.366 1.814 -0.03 -0.04 -0.11
C -2.262 -7.642 0.834 -0.05 -0.09 0.03
C -2.746 -6.588 0.060 0.00 0.05 -0.05
C -2.263 -5.306 0.217 0.09 -0.12 0.23
N -2.845 -4.132 -0.411 -0.27 -0.29 0.09
C -3.198 -4.412 -1.790 0.05 0.04 -0.25
C -4.364 -5.045 -2.166 -0.03 0.05 0.00
C -4.541 -5.491 -3.473 -0.03 -0.08 -0.07
C -3.496 -5.345 -4.371 -0.07 0.06 0.03
C -2.353 -4.647 -4.020 0.12 -0.01 0.01
C -2.213 -4.067 -2.744 -0.11 -0.05 0.04
C -3.985 -3.621 0.332 -0.19 0.00 0.09
C -4.848 -4.408 1.064 0.11 0.00 0.01
C -6.004 -3.872 1.629 -0.08 -0.03 0.02
C -6.293 -2.536 1.405 0.04 -0.08 0.02
C -5.423 -1.732 0.687 -0.12 0.11 -0.11
C -4.216 -2.234 0.159 -0.02 0.07 0.09
N -3.263 -1.541 -0.494 0.34 -0.57 -0.02
C -3.482 -0.173 -0.865 0.19 0.30 0.09
P -2.791 1.188 0.234 -2.06 0.00 -0.29
C -3.870 1.041 1.765 0.24 0.09 -0.10
C -3.287 1.810 2.967 -0.05 -0.03 -0.07
C -5.325 1.461 1.553 0.11 -0.06 -0.06
C -3.429 2.687 -0.694 0.27 0.01 0.10
C -4.849 2.785 -1.255 0.03 -0.10 0.06
C -3.053 3.940 0.101 0.07 -0.14 -0.05
C 0.130 -0.469 -5.220 -0.05 0.18 0.14
C 1.523 -1.090 -5.210 -0.01 -0.09 -0.04
C 0.252 1.045 -5.400 -0.05 -0.04 0.02
H -3.780 -2.097 -5.763 0.01 -0.01 -0.04
H -2.138 -2.705 -5.641 0.03 -0.03 -0.09
H -2.459 -1.194 -6.509 0.00 0.00 0.00
H -3.075 -1.569 -3.542 -0.04 0.05 0.01
H -2.944 0.837 -5.424 0.01 0.02 0.02
H -2.994 1.026 -3.670 -0.03 0.08 0.00
H -4.344 0.249 -4.521 0.01 0.02 -0.03
H 0.649 -2.511 -2.876 0.02 -0.07 -0.11
H -0.280 -3.137 -4.241 0.04 -0.12 0.09
H 1.071 -4.673 1.996 -0.08 0.16 0.09
H 0.510 -3.142 2.681 0.08 -0.03 -0.01
H 4.244 -2.879 1.587 0.08 -0.02 -0.07
H 2.333 -3.082 3.970 0.00 0.03 -0.01
H 4.089 -3.229 4.001 -0.02 0.02 0.02
H 3.116 -4.467 3.204 -0.02 -0.01 0.07
H 2.641 -0.756 3.062 -0.34 0.07 -0.02
H 3.466 -0.495 1.512 -0.26 0.06 0.42
H 4.391 -0.912 2.978 -1.59 -0.90 0.86
H 3.466 -3.925 -0.784 -0.43 -0.51 1.10
H 0.990 -4.310 -1.400 -0.04 -0.07 -0.09
H 1.022 -5.686 -0.306 0.00 0.02 -0.03
H 2.092 -5.665 -1.713 0.01 -0.05 -0.02
H 2.789 -5.877 1.465 0.04 -0.06 0.02
H 4.315 -4.984 1.289 0.00 -0.03 0.03
H 3.854 -6.194 0.095 -0.02 -0.04 0.00
H -0.078 -5.911 2.738 -0.02 -0.05 -0.05
H -0.995 -8.154 2.483 0.03 0.02 0.01
H -2.651 -8.643 0.693 0.00 0.01 0.01
H -3.520 -6.787 -0.667 -0.03 0.06 -0.05
H -5.147 -5.209 -1.437 0.04 0.04 0.08
H -5.463 -5.977 -3.767 0.01 -0.02 0.03
H -3.575 -5.764 -5.368 0.01 0.03 -0.01
H -1.547 -4.565 -4.735 -0.05 0.06 -0.02
H -4.634 -5.460 1.193 0.07 -0.03 0.01
H -6.670 -4.500 2.207 0.01 0.00 0.00
H -7.203 -2.106 1.808 0.00 0.03 -0.02
H -5.686 -0.696 0.533 0.07 -0.23 0.02
H -4.544 0.025 -1.043 0.03 -0.07 -0.10
H -2.944 0.013 -1.800 -0.08 0.09 -0.08
H -3.845 -0.034 1.973 0.01 0.04 0.05
H -2.607 2.604 2.652 0.01 0.03 0.07
H -2.733 1.157 3.634 0.03 0.02 0.02
H -4.091 2.270 3.548 -0.01 0.00 0.00
H -5.410 2.549 1.559 -0.02 -0.01 0.01
H -5.940 1.067 2.367 -0.02 0.01 0.01
H -5.732 1.091 0.614 -0.07 0.20 0.06
H -2.755 2.640 -1.551 0.06 0.03 -0.02
H -5.577 3.080 -0.499 -0.01 -0.01 -0.05
H -5.184 1.853 -1.714 -0.04 0.04 -0.02
H -4.861 3.552 -2.035 0.01 0.01 0.00
H -3.701 4.068 0.973 0.00 0.02 0.01
H -3.138 4.839 -0.516 -0.01 0.00 -0.01
H -2.021 3.848 0.446 -0.01 0.12 0.02
H -0.435 -0.874 -6.064 0.06 -0.08 0.03
H 2.053 -0.840 -4.292 0.12 0.03 0.11
H 2.110 -0.706 -6.049 0.00 0.01 0.02
H 1.494 -2.176 -5.300 0.02 -0.03 0.06
H 0.859 1.466 -4.595 -0.05 0.06 0.03
H -0.728 1.524 -5.370 0.04 0.11 0.02
H 0.731 1.292 -6.354 -0.01 -0.03 -0.01
C -0.293 0.724 7.806 0.01 0.06 -0.08
C -0.120 2.151 7.280 0.01 0.04 0.03
C 1.137 2.748 7.934 -0.04 -0.05 -0.07
C -1.350 2.976 7.690 0.07 -0.05 0.03
C 0.011 2.184 5.760 0.03 -0.01 -0.05
C -0.237 1.084 4.957 0.01 -0.17 0.03
C -0.170 1.214 3.585 0.05 -0.10 -0.32
Br -0.583 -0.319 2.483 0.30 -0.11 0.77
C 0.126 2.402 2.887 0.00 -0.18 0.44
O 0.092 2.483 1.602 -0.01 -0.05 0.08
C 0.451 3.515 3.734 -0.03 0.05 -0.15
C 0.361 3.372 5.106 -0.08 -0.05 0.09
C 0.950 4.818 3.103 0.01 0.09 -0.08
C 1.127 5.936 4.137 0.02 -0.12 -0.05
C -0.025 5.345 2.038 0.02 -0.09 0.04
C 2.317 4.529 2.459 -0.04 -0.07 -0.04
H -0.307 0.727 8.899 -0.02 0.02 0.00
H 0.531 0.089 7.475 -0.01 -0.04 0.03
H -1.230 0.286 7.459 0.01 -0.04 0.00
H 1.093 2.652 9.022 -0.03 0.01 0.00
H 1.247 3.805 7.694 0.03 0.01 0.00
H 2.026 2.227 7.572 0.03 0.01 0.04
H -1.485 2.959 8.776 -0.01 0.02 0.00
H -2.247 2.569 7.218 -0.02 0.00 0.02
H -1.247 4.013 7.367 0.00 0.01 0.01
H -0.489 0.115 5.368 -0.01 0.04 0.03
H 0.567 4.236 5.723 0.03 0.02 -0.02
H 0.186 6.148 4.652 0.02 0.03 0.04
H 1.444 6.848 3.626 0.02 -0.01 -0.02
H 1.892 5.686 4.876 -0.02 0.03 0.04
H -1.010 5.526 2.479 -0.02 0.02 0.00
H -0.132 4.622 1.236 -0.03 0.02 -0.05
H 0.347 6.286 1.623 0.01 0.01 0.03
H 3.037 4.237 3.227 0.02 0.00 -0.02
H 2.699 5.415 1.943 -0.02 0.02 0.00
H 2.240 3.714 1.737 0.01 0.02 0.00
C -0.681 3.651 -2.989 0.01 -0.18 0.16
O -0.834 2.422 -2.311 -0.03 0.04 -0.50
C -0.065 2.162 -1.163 0.01 1.06 -1.42
C 1.217 2.951 -1.082 -0.16 -0.01 -0.04
H 0.301 3.752 -3.458 0.04 0.04 0.00
H -0.834 4.498 -2.310 0.00 0.06 -0.03
H -1.443 3.672 -3.771 -0.01 0.02 0.01
H 1.762 2.946 -2.034 0.06 -0.01 0.04
H 1.866 2.488 -0.338 0.07 0.10 -0.02
H 1.034 3.997 -0.795 0.07 0.04 -0.03
C 7.308 1.630 0.490 -0.13 0.01 -0.11
C 5.936 1.223 1.043 0.18 0.03 0.09
C 5.475 2.278 2.058 -0.13 -0.02 -0.08
C 6.110 -0.104 1.790 0.29 0.28 -0.23
Si 4.512 0.979 -0.260 0.95 0.35 -0.65
O 3.088 0.908 0.359 -0.48 0.14 -0.03
C 5.014 -0.580 -1.261 -0.12 0.01 0.00
C 6.225 -0.724 -1.943 0.07 0.06 -0.01
C 6.516 -1.863 -2.678 0.06 -0.05 0.01
C 5.589 -2.896 -2.758 0.03 0.01 -0.01
C 4.371 -2.768 -2.108 0.24 0.22 -0.71
C 4.093 -1.620 -1.373 -0.07 0.18 0.05
C 4.747 2.321 -1.630 -0.06 -0.07 0.08
C 5.183 3.627 -1.398 -0.05 0.05 0.09
C 5.347 4.544 -2.428 0.02 0.07 -0.06
C 5.052 4.184 -3.735 0.03 -0.03 0.02
C 4.579 2.904 -3.992 0.00 -0.01 -0.10
C 4.436 1.995 -2.954 -0.01 -0.01 0.07
H 7.975 1.921 1.313 -0.01 -0.04 0.02
H 7.246 2.470 -0.203 0.07 0.04 -0.02
H 7.782 0.794 -0.029 0.02 0.03 -0.03
H 6.113 2.270 2.953 0.05 -0.02 -0.02
H 4.443 2.094 2.361 0.00 0.03 0.04
H 5.519 3.286 1.633 -0.04 0.03 0.05
H 6.895 -0.027 2.556 0.12 0.08 0.01
H 6.381 -0.912 1.104 0.06 -0.06 0.00
H 5.176 -0.380 2.279 1.96 0.84 -0.97
H 6.949 0.084 -1.921 0.02 -0.01 -0.01
H 7.465 -1.952 -3.196 0.00 0.03 0.01
H 5.814 -3.788 -3.332 -0.02 0.00 -0.01
H 3.635 -3.562 -2.183 0.24 0.41 -0.70
H 3.133 -1.504 -0.873 0.15 0.04 -0.17
H 5.393 3.946 -0.383 0.05 -0.01 -0.02
H 5.716 5.543 -2.219 -0.04 0.00 0.05
H 5.194 4.891 -4.545 -0.03 0.01 0.00
H 4.333 2.611 -5.007 -0.02 0.00 0.01
H 4.070 0.997 -3.171 0.01 0.00 -0.07

=====

no.,strongest force on any atom (eV Å⁻¹),molar mass (u)
1,1.2,1477.36
2,2.3,1399.12